16 unconnected molecules or ions with the total composition C34H37Cl45F4O7S, computed with ωB97M-V/def2-TZVPD.

Element x y z (Å)
1 C -3.58145 -5.70022 1.01978
2 C -2.93201 -6.42000 -0.15299
3 O -3.54715 -6.71482 -1.10593
4 O -1.57633 -6.67601 -0.04395
5 C -0.88223 -5.56804 -0.67042
6 C 0.43288 -6.02737 -1.30642
7 C 1.69514 -5.70220 -0.46883
8 C 1.91554 -4.20458 -0.19216
9 C 2.32626 -3.38540 -1.46586
10 C 1.82826 -1.91427 -1.41584
11 C 2.92100 -0.85682 -1.13873
12 C 3.53009 -0.89819 0.28552
13 C 2.50803 -1.02085 1.38897
14 C 2.57583 -2.06363 2.19016
15 C 1.53823 -2.15671 3.26485
16 O 1.78007 -2.61852 4.32536
17 C 0.17050 -1.58193 2.91701
18 S -1.23648 -2.44099 3.60223
19 O -2.39473 -2.39432 2.78064
20 O -1.40615 -2.00822 4.94799
21 C -0.75762 -4.25223 3.71144
22 F -1.91880 -4.90800 3.67111
23 F -0.20052 -4.56012 4.83903
24 F -0.06631 -4.61568 2.65281
25 C 0.08174 -0.51756 2.15395
26 C -1.24353 0.11666 1.80439
27 C -1.16299 1.64849 1.70687
28 O -0.85671 2.25380 2.64285
29 F -1.49256 2.26098 0.56790
30 C 1.43173 0.01112 1.64629
31 O 1.66355 1.15679 1.47667
32 H -4.66178 -5.66726 0.86851
33 H -3.39641 -6.19396 1.97732
34 H -3.18662 -4.67638 1.04152
35 H -0.76213 -4.77406 0.07926
36 H -1.50575 -5.16203 -1.47976
37 H 0.57800 -5.62201 -2.31432
38 H 0.38357 -7.13380 -1.40078
39 H 1.55260 -6.18700 0.51224
40 H 2.62864 -6.12033 -0.88427
41 H 1.03031 -3.71018 0.22267
42 H 2.77879 -4.13828 0.47887
43 H 3.42060 -3.43704 -1.53428
44 H 1.88737 -3.85286 -2.35392
45 H 1.44367 -1.69254 -2.42096
46 H 1.00506 -1.75579 -0.70425
47 H 2.54685 0.15217 -1.35178
48 H 3.74914 -1.04242 -1.83751
49 H 4.17050 -0.01346 0.42071
50 H 4.20992 -1.75907 0.34057
51 H 3.34075 -2.82192 2.08361
52 H -1.52316 -0.26809 0.81133
53 H -2.02731 -0.07559 2.53740
54 C -1.08362 4.74012 -0.96958
55 Cl -1.78268 6.07839 -1.91274
56 Cl -0.19553 3.65135 -2.03653
57 Cl -0.03563 5.33161 0.31553
58 H -1.89127 4.19061 -0.51705
59 C -1.44715 4.10568 -5.81566
60 Cl -2.05758 2.53305 -5.30217
61 Cl 0.15826 3.94691 -6.53888
62 Cl -2.56460 4.87815 -6.94611
63 H -1.36280 4.73409 -4.93778
64 C -0.29766 8.09573 -7.03773
65 Cl -1.37772 9.48493 -6.92394
66 Cl 1.38189 8.62261 -7.19983
67 Cl -0.48376 7.04747 -5.63264
68 H -0.56374 7.52897 -7.92243
69 C 0.53574 -8.28314 5.46192
70 Cl -0.09841 -9.50803 6.56445
71 Cl 2.25548 -8.54515 5.16624
72 Cl -0.36392 -8.28538 3.94336
73 H 0.41485 -7.31290 5.92734
74 C 0.24848 9.39219 0.43748
75 Cl -0.52917 9.45224 2.02513
76 Cl -0.65526 8.37765 -0.67185
77 Cl 0.46895 11.02356 -0.20649
78 H 1.22065 8.92829 0.54659
79 C -5.41429 6.77944 -9.40710
80 Cl -4.26087 7.75111 -8.48790
81 Cl -6.64650 6.10311 -8.34061
82 Cl -6.15691 7.73975 -10.68800
83 H -4.87662 5.95959 -9.86643
84 C 3.81077 5.49603 -7.33278
85 Cl 4.94404 5.90776 -6.04410
86 Cl 4.58617 5.63156 -8.91230
87 Cl 3.15886 3.87203 -7.09377
88 H 2.98728 6.19950 -7.29717
89 C -2.36209 -12.23593 7.65796
90 Cl -2.18689 -13.96628 7.35863
91 Cl -4.06395 -11.80310 7.83204
92 Cl -1.44678 -11.75515 9.09082
93 H -1.96246 -11.70231 6.80465
94 C 3.47354 7.11432 -1.09177
95 Cl 2.71946 7.18008 0.50545
96 Cl 2.47658 6.18753 -2.21252
97 Cl 3.75597 8.74400 -1.70818
98 H 4.42854 6.61501 -0.99249
99 C -6.12776 4.68460 -0.16290
100 Cl -6.60352 6.21960 -0.88038
101 Cl -5.62368 3.54086 -1.41523
102 Cl -4.84684 4.91976 1.03295
103 H -6.98965 4.26553 0.34053
104 C -4.15091 9.49094 0.62750
105 Cl -3.46253 11.02360 0.09195
106 Cl -4.03932 9.33145 2.38364
107 Cl -5.85008 9.38237 0.11716
108 H -3.58390 8.68647 0.17325
109 C -4.63610 -0.92444 4.91690
110 Cl -5.53522 -0.79437 6.42898
111 Cl -5.54319 -1.86098 3.72751
112 Cl -4.24860 0.68140 4.28227
113 H -3.70505 -1.44025 5.11775
114 C 3.45157 -8.87830 -2.38603
115 Cl 4.24501 -7.36077 -2.81282
116 Cl 3.38412 -9.07715 -0.63488
117 Cl 1.83742 -8.92495 -3.07962
118 H 4.02979 -9.69799 -2.79301
119 C 4.72267 -1.90843 6.52663
120 Cl 4.67785 -0.16421 6.79187
121 Cl 5.62999 -2.29151 5.06050
122 Cl 5.41769 -2.73409 7.92262
123 H 3.70588 -2.25837 6.39485
124 C 5.72761 3.56703 0.45009
125 Cl 4.35227 4.24261 1.32101
126 Cl 5.47443 1.84977 0.11444
127 Cl 6.02202 4.44892 -1.05294
128 H 6.60447 3.66460 1.07747

Results
- LUMO level (hartree) = -0.0727
- orbital gap (eV) = 8.6


A molecular structure, Cr2F4H20O14P2, computed with ωB97M-V/def2-TZVPD.

Element x y z (Å)
1 Cr 2.39052 -0.68856 1.79496
2 Cr -2.35656 2.00574 0.72316
3 O 1.53763 0.96650 2.38142
4 P 0.69948 2.19884 2.37667
5 O -0.70576 2.17380 1.88957
6 F 1.42371 3.22422 1.53677
7 F 0.73990 2.78273 3.73104
8 O 0.98098 -0.62676 0.49698
9 P -0.21771 -0.47768 -0.36099
10 O -1.07560 0.70316 -0.10331
11 F -1.04625 -1.73965 -0.25283
12 F 0.24384 -0.45456 -1.78414
13 O 1.14034 -1.96727 2.70607
14 H 1.09541 -2.89036 2.40270
15 H 0.63814 -1.90907 3.53599
16 O -3.67720 -0.84247 -0.72816
17 H -3.80865 -1.79993 -0.78218
18 H -4.30562 -0.50553 -1.37656
19 O -3.08723 1.93320 -1.32117
20 H -2.63331 2.38541 -2.04322
21 H -3.78017 1.41618 -1.75315
22 O -1.69530 -2.91390 -2.67059
23 H -1.60419 -2.68145 -1.74674
24 H -2.49970 -2.49813 -2.99522
25 O -1.22145 3.44491 -0.35942
26 H -0.75796 4.22578 -0.01076
27 H -1.17088 3.52667 -1.32128
28 O 2.72179 1.51288 -0.29200
29 H 3.53900 1.64931 -0.79251
30 H 2.34603 2.39688 -0.24066
31 O 1.93209 -3.47869 0.43992
32 H 2.37946 -3.66642 -0.39538
33 H 1.81839 -4.36873 0.80878
34 O -2.69147 0.50944 1.99431
35 H -2.27731 0.36334 2.85745
36 H -3.39098 -0.16431 1.88824
37 O 3.42248 -1.10159 -0.00060
38 H 3.33984 -1.85010 -0.60394
39 H 4.20449 -0.60799 -0.30041
40 O 2.54509 0.27542 -3.26937
41 H 1.78963 0.06274 -2.71566
42 H 3.07506 -0.52403 -3.34380

Results
- LUMO level (alpha / beta) (hartree) = -0.6236 / -0.5650
- net charge = +4
- orbital gap (alpha / beta) (eV) = 4.2 / 5.8
- ⟨S²⟩ = 12.038
- 2S+1 = 7
- energy relative to the best compared isomer or geometry (same formula, charge and spin) (eV) = 0.000


2 unconnected molecules or ions with the total composition C5H14, computed with ωB97M-V/def2-TZVPD.

Element x y z (Å)
1 C -0.01753 1.07929 2.22330
2 C 0.52640 -0.10951 1.44179
3 C 1.98964 -0.07286 1.04168
4 H 0.12905 2.00328 1.66586
5 H 0.50849 1.27009 3.16043
6 H -1.07790 0.93972 2.41628
7 H 0.33194 -1.04249 1.96401
8 H -0.09534 -0.15088 0.55323
9 H 2.18749 0.77912 0.39479
10 H 2.64348 0.12514 1.90153
11 H 2.29396 -0.98407 0.52672
12 C -0.61416 -0.87797 -2.42786
13 C -1.83520 -0.02396 -2.13456
14 H 0.14948 -0.36421 -3.00380
15 H -0.11767 -1.38412 -1.59992
16 H -1.03524 -1.71556 -2.99206
17 H -2.59364 -0.36985 -1.44156
18 H -2.28285 0.13802 -3.12103
19 H -1.55925 0.99010 -1.85489

Results
- LUMO level (hartree) = 0.0404
- structure (SMILES) = CCC.CC
- orbital gap (eV) = 12.4
- energy relative to the best compared isomer or geometry (same formula, charge and spin) (eV) = 0.285


A molecular structure, C9H21F3IO4OsP2S, computed with ωB97M-V/def2-TZVPD.

Element x y z (Å)
1 C 1.91881 1.84532 -0.28533
2 I -2.08191 -1.30161 -1.13157
3 H 1.73137 2.66153 -1.00905
4 H 2.87327 1.35328 -0.56617
5 H 1.99084 2.27646 0.73809
6 Os 0.42240 0.50222 -0.50830
7 P 1.19388 -0.46055 -2.38749
8 C 2.12431 -1.99050 -2.02939
9 C -0.05909 -0.98914 -3.60218
10 H 0.41579 -1.14472 -4.57481
11 H 2.56582 0.06489 -4.29740
12 H -0.82249 -0.21243 -3.68995
13 H 1.81771 1.52653 -3.59541
14 H 1.46875 -2.70908 -1.52327
15 H -0.53424 -1.91637 -3.26038
16 C 2.31959 0.58035 -3.35903
17 H 2.49220 -2.41850 -2.96897
18 H 3.23635 0.78146 -2.79407
19 H 2.97514 -1.76393 -1.37759
20 P -0.93898 1.57088 1.29584
21 C -0.77823 1.00639 3.04916
22 C -0.47893 3.38414 1.49964
23 H -2.91683 1.91033 -0.06125
24 H -3.16676 2.49569 1.60626
25 H -3.15054 0.72866 1.26198
26 C -2.70855 1.69881 0.99560
27 H -0.53082 3.92104 0.53661
28 H -1.21895 3.86928 2.17430
29 H -1.30445 1.60906 3.77311
30 H 0.31123 0.92968 3.18691
31 H 0.52811 3.51881 1.92843
32 H -1.14441 -0.02296 3.14652
33 C 1.47237 -0.55026 0.60279
34 O 1.92812 -1.20966 1.41589
35 F -2.40723 -3.97760 3.20305
36 C -2.41475 -3.24234 2.09676
37 F -2.63643 -3.98262 1.02452
38 F -3.32249 -2.27082 2.19338
39 S -0.58590 -2.53467 2.00500
40 O -0.05344 -2.22882 3.30140
41 O 0.06397 -3.27225 0.89277
42 O -0.59461 -0.03598 1.09362

Results
- LUMO level (alpha / beta) (hartree) = -0.4991 / -0.5430
- net charge = +3
- orbital gap (alpha / beta) (eV) = 4.7 / 5.8
- ⟨S²⟩ = 6.033
- 2S+1 = 5


| no. | maximum force (eV/A) |
| --- | --- |
| 1 | 2.8 |
| 2 | 5.6 |
| 3 | 1.6 |
| 4 | 7.1 |